Below is a single C8H11NO3 molecule, with properties calculated with the ωB97M-V functional and the def2-TZVPD basis.

Positions of all 23 atoms, in Å:
O -0.776 3.727 0.178
O 1.672 -0.107 -3.257
O -1.323 1.776 -0.759
N -0.180 0.250 -2.121
C 0.637 -0.967 0.746
C -0.622 2.549 0.021
C -0.768 0.381 -0.835
C -1.939 -0.495 -0.499
C 0.350 1.651 0.890
C 1.122 0.222 -2.243
C 1.755 0.468 -0.835
C 0.496 0.386 0.127
H -0.165 1.485 1.735
H -1.557 -1.486 -0.880
H 2.290 1.385 -0.974
H -2.727 -0.123 -1.019
H -0.736 0.217 -2.972
H 2.453 -0.407 -0.712
H 1.143 2.252 1.203
H 0.416 -1.652 -0.142
H 1.616 -1.106 1.034
H -2.073 -0.409 0.495
H 0.014 -1.142 1.620

Output
HOMO level (eV): -9.892
Net charge: 0
E (eV): -16106.8808
HOMO-LUMO gap (eV): 10.4
SMILES string: C[C@@]12CC(=O)N[C@]1(C)OC(=O)C2